Record 1
Density functional theory data (ωB97M-V/def2-TZVPD) for C8H11OPd as an isolated structure in a non-equilibrium geometry.

- E_LUMO: 3.884 eV
- HOMO energy: -2.0 eV
- Strongest force on any atom: 0.045 hartree/bohr
- Total energy: -13999.5944 eV
- Total charge: -1

Each line ends with the Löwdin charge.
Positions of all 21 atoms, in Å:
Pd 0.714 0.429 0.114  0.42
C 2.181 -1.431 -1.009  -0.23
C 0.827 -1.828 -1.031  -0.23
C 0.373 -1.902 0.311  -0.28
C 1.467 -1.572 1.160  -0.27
C 2.582 -1.286 0.339  -0.23
H 2.823 -1.330 -1.873  0.07
H 0.265 -2.105 -1.911  0.06
H -0.565 -2.325 0.640  0.06
H 1.485 -1.682 2.234  0.06
H 3.587 -1.087 0.679  0.06
C -0.545 3.255 1.052  -0.16
O 0.062 3.385 -0.219  -0.21
C 0.758 2.299 -0.674  -0.33
C 1.361 2.709 -1.978  -0.13
H 0.087 3.699 1.829  0.08
H -0.694 2.193 1.283  0.02
H -1.507 3.775 1.038  0.07
H 0.837 3.573 -2.406  0.06
H 1.316 1.877 -2.678  0.06
H 2.414 2.977 -1.854  0.07

***

Record 2
Density functional theory data (ωB97M-V/def2-TZVPD) for the molecule C4H4BrN in a non-equilibrium geometry.

- E_LUMO (alpha / beta): -0.013 / -0.090 eV
- HOMO energy (alpha / beta): -8.2 / -8.4 eV
- Strongest force on any atom: 0.091 hartree/bohr
- Total energy: -75739.7451 eV
- Total charge: 0

Each line ends with the Löwdin charge.
Positions of all 10 atoms, in Å:
C 0.172 -1.226 -0.243  -0.20
C 0.149 0.041 0.229  -0.08
C -1.274 -0.290 -1.473  -0.71
C 0.736 0.851 1.222  -0.11
N -0.685 -1.391 -1.328  -0.04
Br -2.254 0.647 -2.648  0.78
H 0.708 -2.134 0.053  0.10
H 0.062 0.928 2.063  0.09
H 0.594 1.808 0.778  0.07
H 1.793 0.768 1.347  0.09

***

Record 3
Density functional theory data (ωB97M-V/def2-TZVPD) for C27H61BeClN4O7 as an isolated structure in a non-equilibrium geometry.

- E_LUMO (alpha / beta): -2.716 / -4.676 eV
- 2S+1: 2
- HOMO energy (alpha / beta): -10.5 / -10.6 eV
- Strongest force on any atom: 0.084 hartree/bohr
- Total energy: -62183.8847 eV
- Total charge: +1

Each line ends with the Mulliken spin population.
Positions of all 101 atoms, in Å:
Be -0.375 -2.208 0.049  0.55
N -1.699 2.163 3.528  0.00
H -2.022 1.859 4.436  0.00
H -2.246 1.518 2.976  0.00
H -0.721 1.999 3.339  0.00
H -2.062 3.065 3.257  0.00
Cl 1.148 0.793 0.652  0.01
O 0.769 1.640 1.753  0.00
O 2.290 1.339 0.002  0.00
O 1.504 -0.503 1.150  0.02
O 0.004 0.575 -0.111  0.00
C -1.815 7.398 2.102  0.00
C -1.084 6.145 2.633  0.00
C 0.211 6.744 3.309  0.00
C 0.049 7.352 4.727  0.00
C -0.759 6.447 5.646  0.00
C -2.068 5.851 5.038  0.00
N -1.795 5.388 3.633  0.00
O -2.901 4.775 3.092  0.00
C -2.558 4.723 5.948  0.00
C -3.083 6.994 5.049  0.00
C -0.637 5.322 1.450  0.00
H -2.822 7.102 1.807  0.00
H -1.392 7.815 1.188  0.00
H -1.842 8.216 2.822  0.00
H 0.994 5.998 3.447  0.00
H 0.640 7.514 2.668  0.00
H -0.324 8.371 4.622  0.00
H 1.030 7.444 5.194  0.00
H -0.946 7.040 6.542  0.00
H -0.059 5.654 5.910  0.00
H -3.595 4.419 5.804  0.00
H -1.963 3.828 5.762  0.00
H -2.492 5.148 6.949  0.00
H -3.725 7.055 4.170  0.00
H -3.781 6.926 5.883  0.00
H -2.687 8.007 4.973  0.00
H -1.404 4.612 1.140  0.00
H 0.067 4.545 1.746  0.00
H -0.272 5.909 0.606  0.00
H -3.519 5.489 3.263  0.00
C -0.587 -0.629 -3.786  -0.03
C -1.510 -1.768 -4.335  -0.01
C -1.192 -1.967 -5.812  0.00
C -1.384 -3.295 -6.473  0.00
C -0.816 -4.377 -5.632  0.00
C -1.358 -4.355 -4.203  -0.01
N -1.191 -3.020 -3.597  0.02
O -1.579 -2.998 -2.299  0.13
C -2.839 -4.929 -4.129  0.00
C -0.447 -5.366 -3.425  0.00
C -2.997 -1.410 -4.332  0.00
H 0.421 -0.950 -4.047  -0.01
H -0.696 -0.476 -2.712  0.06
H -0.847 0.260 -4.362  0.00
H -1.675 -1.203 -6.422  0.00
H -0.153 -1.845 -6.117  0.00
H -0.993 -3.207 -7.486  0.00
H -2.424 -3.568 -6.653  0.00
H 0.270 -4.313 -5.549  0.00
H -1.290 -5.293 -5.982  0.00
H -2.924 -5.849 -4.707  0.00
H -3.149 -5.067 -3.093  0.00
H -3.587 -4.216 -4.476  0.00
H 0.499 -4.857 -3.240  0.00
H -0.722 -5.541 -2.384  0.00
H -0.342 -6.317 -3.947  0.00
H -3.468 -1.706 -3.395  0.00
H -3.592 -2.040 -4.993  0.00
H -3.030 -0.347 -4.571  0.00
H -2.530 -2.936 -2.414  -0.02
C 2.356 -1.835 -2.218  0.01
C 3.028 -2.858 -1.260  0.03
C 4.322 -2.167 -0.577  0.00
C 5.002 -2.979 0.484  0.00
C 3.972 -3.385 1.595  0.00
C 2.680 -4.131 1.025  -0.05
N 2.091 -3.439 -0.194  0.29
O 1.116 -4.210 -0.720  -0.02
C 3.092 -5.571 0.746  0.01
C 1.621 -4.079 2.131  0.05
C 3.573 -4.001 -2.224  0.00
H 2.996 -1.401 -2.987  0.00
H 2.071 -0.953 -1.645  0.00
H 1.406 -2.262 -2.540  -0.02
H 4.944 -1.750 -1.369  0.00
H 4.073 -1.240 -0.061  0.00
H 5.780 -2.338 0.897  0.00
H 5.462 -3.889 0.099  0.00
H 3.673 -2.440 2.048  0.00
H 4.428 -3.954 2.405  0.00
H 2.328 -6.209 0.302  0.00
H 3.984 -5.713 0.136  0.00
H 3.406 -6.027 1.685  0.00
H 1.552 -3.075 2.550  -0.02
H 0.650 -4.351 1.716  0.01
H 1.798 -4.830 2.902  0.00
H 4.055 -4.819 -1.688  0.00
H 4.295 -3.587 -2.928  0.00
H 2.753 -4.418 -2.809  0.00
H 1.564 -4.978 -1.082  0.00

***

Record 4
Density functional theory data (ωB97M-V/def2-TZVPD) for C11H20INO6S2Yb as an isolated structure in a non-equilibrium geometry.

- E_LUMO: -10.778 eV
- HOMO energy: -13.2 eV
- Strongest force on any atom: 0.132 hartree/bohr
- Total energy: -86781.4627 eV
- Total charge: +2

Each line ends with the Löwdin charge.
Positions of all 42 atoms, in Å:
C -3.795 2.082 -1.911  -0.19
C -4.007 0.604 -1.260  -0.53
S -2.764 0.289 0.115  0.87
C -1.148 0.778 -0.662  -0.37
C 0.145 0.001 -0.107  -0.46
N 1.127 -0.526 -1.105  -0.07
C 0.475 -1.371 -2.151  -0.08
C 1.967 0.550 -1.681  -0.37
C 1.411 1.810 -2.516  0.00
O 3.203 0.442 -1.539  0.12
O 0.906 1.112 0.512  -0.19
S 0.326 1.269 2.075  0.79
O 1.330 1.613 3.131  -0.22
O -0.774 2.278 2.202  -0.29
O -0.396 -0.236 2.269  -0.24
C 0.022 -1.038 1.109  -0.70
I -1.080 -2.926 0.764  0.99
C 1.514 -1.639 1.403  -0.23
C 1.657 -2.300 2.853  -0.17
C 3.108 -1.995 3.518  -0.23
O 3.473 -0.600 3.444  -0.11
H -4.733 2.475 -2.455  -0.10
H -2.958 1.977 -2.694  0.10
H -3.475 2.858 -1.131  0.13
H -5.081 0.522 -0.886  0.08
H -3.881 -0.187 -2.098  0.09
H -1.286 0.706 -1.805  0.08
H -1.010 1.904 -0.453  0.11
H 0.969 -2.410 -2.229  0.11
H 0.671 -0.853 -3.164  0.11
H -0.636 -1.562 -1.991  0.06
H 2.087 1.980 -3.421  0.10
H 0.334 1.666 -2.868  0.05
H 1.451 2.779 -1.890  0.11
H 1.635 -2.497 0.642  0.09
H 2.346 -0.899 1.165  0.13
H 0.852 -2.008 3.603  0.12
H 1.588 -3.444 2.736  0.11
H 2.996 -2.267 4.635  0.13
H 3.926 -2.690 3.096  0.13
H 3.489 -0.200 4.346  0.11
Yb -5.980 1.953 -3.602  1.84

***

Record 5
Density functional theory data (ωB97M-V/def2-TZVPD) for C32H46BaCl2F2NO22S2 as an isolated structure in a non-equilibrium geometry.

- E_LUMO (alpha / beta): -1.385 / -1.382 eV
- 2S+1: 2
- HOMO energy (alpha / beta): -4.2 / -8.6 eV
- Strongest force on any atom: 0.138 hartree/bohr
- Total energy: -133298.9721 eV
- Total charge: 0

Each line ends with the Mulliken spin population.
Positions of all 108 atoms, in Å:
Ba 0.411 -3.093 1.345  0.11
N 0.120 -0.816 0.200  0.02
S -0.725 0.430 0.316  0.19
O -1.753 0.742 -0.698  0.10
O -0.137 1.560 1.008  0.06
F -1.512 -0.206 1.558  0.02
S 0.961 -0.195 -1.081  0.33
O 2.118 0.656 -0.810  0.06
O 0.226 0.031 -2.316  0.10
F 1.676 -1.620 -1.447  0.02
Cl -4.633 3.347 0.507  0.00
C -5.264 1.732 0.775  0.00
C -4.847 0.772 -0.230  -0.01
Cl -6.065 -0.544 -0.132  0.00
H -6.349 1.825 0.834  0.00
H -5.029 1.356 1.770  0.00
H -3.848 0.403 0.005  0.01
H -4.856 1.242 -1.213  0.00
C -2.557 5.033 3.714  0.00
O -2.450 3.721 4.352  0.00
C -1.253 3.676 5.097  0.00
C -1.003 2.289 5.810  0.00
O -1.020 1.040 5.021  0.00
C -0.005 1.041 4.075  -0.02
H -2.488 5.865 4.415  0.00
H -3.540 5.069 3.242  0.00
H -1.867 5.091 2.873  0.00
H -1.215 4.336 5.963  0.00
H -0.425 3.920 4.432  0.00
H -1.808 2.172 6.535  0.00
H -0.071 2.466 6.348  0.00
H 0.969 1.148 4.551  0.00
H -0.090 1.902 3.411  0.00
H -0.052 0.179 3.410  0.03
C -1.353 -2.197 4.504  0.00
O -0.064 -2.521 3.985  0.00
C 0.913 -2.451 5.033  0.00
C 2.133 -3.217 4.709  0.01
O 2.421 -3.034 3.347  -0.02
C 3.783 -3.175 2.947  0.00
H -1.924 -3.045 4.882  0.00
H -1.996 -2.049 3.636  0.00
H -1.437 -1.285 5.094  0.00
H 0.388 -2.843 5.904  0.00
H 1.275 -1.443 5.237  0.00
H 1.941 -4.283 4.838  0.00
H 3.010 -2.866 5.253  0.00
H 4.448 -2.701 3.668  0.00
H 3.901 -2.715 1.966  0.00
H 3.973 -4.242 3.059  0.00
C 1.633 -4.919 -1.871  0.00
O 0.476 -4.611 -0.962  0.00
C -0.598 -4.186 -1.786  0.00
C -1.972 -3.996 -1.041  0.00
O -1.880 -3.211 0.055  0.00
C -3.147 -2.878 0.663  0.00
H 1.724 -5.883 -2.371  0.00
H 2.585 -4.890 -1.340  0.00
H 1.761 -4.133 -2.615  0.00
H -0.745 -4.949 -2.550  0.00
H -0.352 -3.351 -2.442  0.00
H -2.475 -4.880 -0.650  0.00
H -2.781 -3.578 -1.640  0.00
H -2.961 -2.289 1.562  0.00
H -3.811 -3.712 0.890  0.00
H -3.686 -2.210 -0.009  0.00
C -4.204 2.156 -4.657  0.00
C -3.254 1.979 -3.731  0.00
C -2.314 3.093 -3.403  0.00
O -1.447 2.978 -2.557  0.00
C -2.467 4.162 -4.368  0.00
C -3.436 4.283 -5.331  0.00
C -4.454 3.215 -5.540  0.00
O -5.294 3.257 -6.430  0.00
O -3.559 5.394 -6.059  0.00
O -3.007 0.802 -3.073  0.00
H -4.769 1.277 -4.932  0.00
H -1.846 5.036 -4.236  0.00
H -4.237 5.237 -6.721  0.00
H -2.256 0.885 -2.481  0.00
C 5.190 3.464 2.215  0.00
C 6.217 3.285 3.061  0.00
C 6.769 1.964 3.412  0.00
O 7.834 1.667 3.877  0.00
C 6.017 0.868 2.696  0.00
C 4.982 1.081 1.803  0.00
C 4.545 2.420 1.437  0.00
O 3.672 2.709 0.570  0.00
O 4.313 0.051 1.222  0.00
O 6.668 4.295 3.884  0.00
H 4.760 4.453 2.163  0.00
H 6.272 -0.153 2.936  0.00
H 3.761 0.372 0.505  0.00
H 7.430 3.981 4.377  0.00
C 0.635 -2.703 -6.602  0.00
C 0.783 -1.708 -5.694  0.00
C 1.766 -0.629 -5.801  0.00
O 1.926 0.302 -5.016  0.00
C 2.566 -0.666 -7.058  0.00
C 2.247 -1.611 -8.007  0.00
C 1.404 -2.829 -7.836  0.00
O 1.340 -3.779 -8.610  0.00
O 2.802 -1.460 -9.242  0.00
O -0.017 -1.613 -4.612  0.00
H -0.087 -3.486 -6.426  0.00
H 3.223 0.146 -7.332  0.00
H 2.676 -2.277 -9.730  0.00
H 0.045 -0.719 -4.270  0.00

***

Look up the total charge of the fourth one.
+2